# 1
Density functional theory data (ωB97M-V/def2-TZVPD) for the molecule C2H4Cl2FN in a non-equilibrium geometry.

Structure (XYZ):
```
10
Properties=species:S:1:pos:R:3:forces:R:3:nbo_charge:R:1
N 1.38717 -0.56392 -0.22912 0.36 1.29 -1.62 -0.811
C -0.04818 -0.50566 -0.46948 1.78 0.48 0.67 -0.317
C -0.70116 0.58078 0.31115 -1.78 -0.05 0.58 0.383
F -0.60242 0.28646 1.66328 0.09 0.99 -1.28 -0.343
Cl -0.10060 2.26908 -0.05631 -0.73 -1.52 0.52 -0.015
Cl -2.48337 0.29134 -0.14704 0.74 1.06 0.56 -0.068
H 1.49831 -0.87362 0.69064 0.42 -0.75 1.62 0.356
H 1.87148 0.35720 -0.25051 -0.75 -0.84 -0.37 0.365
H -0.44081 -1.39466 -0.02673 -0.47 -0.74 0.00 0.226
H -0.38042 -0.44701 -1.48587 0.33 0.08 -0.68 0.223
```
Forces are in eV/Å.

* SMILES: NCC(F)(Cl)Cl
* maximum force: 2.1 eV/Å
* frontier orbital gap: 10.69 eV
* DFT total energy: -1153.59838 Ha
* relative energy (zero: lowest compared OMol25 entry of this formula, charge and spin): 0.079 eV
* spin multiplicity: 1


# 2
Density functional theory data (ωB97M-V/def2-TZVPD) for a cluster of 2 separate species, C2H4Cl2OS in total.

Structure (XYZ):
```
10
Properties=species:S:1:pos:R:3:forces:R:3:nbo_charge:R:1
C -1.26273 -1.01113 0.72267 -0.12 -0.02 0.02 -0.405
C -1.76148 -0.08227 -0.06905 -0.11 -0.48 0.02 -0.228
Cl -1.94033 1.55425 0.42035 -0.08 0.40 0.10 -0.011
H -1.15138 -2.02256 0.37211 -0.03 -0.16 -0.17 0.214
H -0.93343 -0.80955 1.72767 0.00 0.15 0.13 0.214
H -2.09922 -0.27065 -1.07866 0.05 0.02 0.02 0.215
O 2.64247 0.62044 -1.46026 0.03 -0.11 -0.12 -0.837
S 1.32085 0.68245 -0.50411 0.36 0.16 -0.23 0.548
Cl 2.00036 -0.07849 1.25376 0.06 -0.01 0.04 -0.199
H 3.18490 1.41752 -1.38449 -0.15 0.03 0.19 0.488
```
Forces are in eV/Å.

* SMILES: C=CCl.OSCl
* maximum force: 0.5 eV/Å
* frontier orbital gap: 9.25 eV
* DFT total energy: -1472.36339 Ha
* relative energy (zero: lowest compared OMol25 entry of this formula, charge and spin): 0.444 eV
* spin multiplicity: 1


What did we get for LUMO? Answer: 0.512, 0.301 eV, in the order shown.